Entry from the Open Molecules 2025 dataset: C19H37F3N4O2Si2 as an isolated structure (wB97M-V/def2-TZVPD).

Results
* LUMO level: 0.40 eV
* strongest force on any atom: 1.01 eV/Å
* gap between HOMO and LUMO: 11.0 eV

Last column: natural (NBO) charge in e.
Element x y z (Å)
O 4.26537 -7.93436 -3.54989  -0.70
C 3.12143 -7.16635 -3.19604  0.01
C 2.44087 -7.76720 -1.96655  -0.92
Si 1.62821 -6.53902 -0.80083  1.44
O 2.70328 -5.93136 0.31099  -1.22
Si 4.04722 -5.15111 -0.29292  1.23
C 2.20316 -7.17012 -4.42732  0.96
F 0.88982 -7.18335 -4.07469  -0.33
F 2.43340 -8.20554 -5.25928  -0.31
F 2.39423 -6.01848 -5.14383  -0.34
H 5.02967 -7.49346 -3.18137  0.48
H 3.42686 -6.13552 -3.06478  0.20
H 1.67344 -8.45869 -2.28870  0.26
H 3.17435 -8.34607 -1.42193  0.26
H 0.93589 -5.45943 -1.54133  -0.21
H 0.58653 -7.25582 -0.03560  -0.20
H 4.99167 -6.19201 -0.78673  -0.24
H 3.66354 -4.38711 -1.48964  -0.22
H 4.72212 -4.31797 0.70453  -0.16
C 2.35138 0.23240 -3.05466  -0.61
C 2.05746 -1.18271 -3.53455  -0.38
C 1.27265 -2.00529 -2.50536  -0.52
C 2.02065 -2.14424 -1.25710  0.32
N 2.60359 -2.26031 -0.28125  -0.37
H 2.97674 0.22772 -2.16011  0.21
H 2.87793 0.79759 -3.82232  0.22
H 1.42667 0.76417 -2.82426  0.21
H 2.99407 -1.69238 -3.76931  0.20
H 1.47823 -1.13993 -4.45764  0.22
H 1.06645 -3.00595 -2.88842  0.25
H 0.31753 -1.52875 -2.27994  0.25
C -1.90564 2.49298 -2.07636  -0.63
C -0.87466 3.55640 -1.71848  -0.38
C -0.53123 4.48023 -2.89378  -0.51
C 0.02987 3.70632 -4.00049  0.30
N 0.45173 3.09383 -4.86734  -0.35
H -1.53825 1.83084 -2.86262  0.21
H -2.12549 1.87436 -1.20467  0.25
H -2.83435 2.95199 -2.42433  0.20
H 0.03837 3.07160 -1.36564  0.21
H -1.25150 4.16594 -0.89440  0.21
H 0.19988 5.23167 -2.59514  0.25
H -1.42137 5.00005 -3.24946  0.24
C -0.39642 3.06052 2.76751  -0.61
C -1.84040 2.79079 3.17173  -0.38
C -2.23333 1.31471 3.02525  -0.51
C -2.10376 0.87614 1.63695  0.31
N -1.97723 0.54259 0.55165  -0.36
H -0.22893 2.83111 1.71414  0.21
H -0.15245 4.11233 2.91662  0.22
H 0.29989 2.46343 3.36007  0.20
H -2.50422 3.40675 2.57117  0.23
H -1.98746 3.08577 4.21134  0.20
H -3.26631 1.15987 3.33670  0.25
H -1.59767 0.68048 3.64495  0.24
C -5.28455 6.53830 6.22974  -0.61
C -4.16255 5.58667 6.62819  -0.38
C -2.83126 5.91377 5.94201  -0.51
C -2.94946 5.82091 4.48659  0.30
N -3.04434 5.73256 3.35169  -0.35
H -5.49752 6.47746 5.16195  0.22
H -6.20221 6.29058 6.76197  0.22
H -5.02604 7.57157 6.46711  0.21
H -4.45167 4.56209 6.38740  0.21
H -4.01404 5.63067 7.70806  0.21
H -2.05282 5.22177 6.26496  0.25
H -2.50704 6.92357 6.19578  0.25

Entry from the Open Molecules 2025 dataset: a 3-piece molecular cluster, C19H37F4NO8S overall (wB97M-V/def2-TZVPD).

Results
* LUMO level: 0.68 eV
* strongest force on any atom: 2.11 eV/Å
* SMILES: CCCN[C@@]1(S(=O)(=O)C(F)(F)F)OC(=O)O[C@]1(CCF)CCCCO.CC(C)O.CC(C)O
* gap between HOMO and LUMO: 10.2 eV

Last column: natural (NBO) charge in e.
Element x y z (Å)
C -3.38274 -0.51650 0.37202  -0.61
C -2.63589 -0.72634 -0.95433  -0.40
C -1.36956 0.11546 -1.09600  -0.24
N -1.70531 1.53521 -1.25913  -0.65
C -0.72768 2.52268 -1.47847  0.27
S 0.51949 1.78198 -2.74850  1.97
O 1.45696 0.89706 -2.10943  -0.94
O -0.30835 1.36304 -3.84888  -0.90
C 1.58816 3.13303 -3.51995  0.76
F 0.85555 3.94755 -4.26104  -0.30
F 2.25779 3.85199 -2.62534  -0.31
F 2.45810 2.48892 -4.28304  -0.30
O -1.32137 3.58187 -2.24463  -0.51
C -0.76889 4.76785 -1.86412  0.97
O -1.06299 5.79070 -2.33330  -0.54
O 0.14759 4.57212 -0.90861  -0.51
C -0.11438 3.27986 -0.25992  0.25
C -1.09411 3.60273 0.89302  -0.49
C -2.59597 3.75400 0.67465  0.05
F -3.26891 2.56058 0.97118  -0.37
C 1.23013 2.82914 0.32036  -0.42
C 1.43536 1.39967 0.85769  -0.42
C 0.33758 0.79494 1.73919  -0.44
C 0.45975 -0.72829 1.91411  -0.07
O 0.70951 -1.42573 0.69637  -0.76
H -3.88470 -1.44046 0.68715  0.21
H -4.14478 0.26579 0.29071  0.21
H -2.69208 -0.23331 1.17358  0.21
H -3.30134 -0.48504 -1.79997  0.19
H -2.35668 -1.77740 -1.08807  0.22
H -0.78731 -0.25424 -1.95045  0.19
H -0.73902 -0.01056 -0.21067  0.23
H -2.46375 1.66738 -1.91930  0.40
H -0.71303 4.56953 1.25508  0.24
H -0.96333 2.89824 1.71854  0.25
H -2.98684 4.50642 1.36970  0.18
H -2.87129 4.04701 -0.34318  0.18
H 1.41896 3.53690 1.14336  0.22
H 2.00375 3.03628 -0.42799  0.24
H 2.35750 1.45167 1.45727  0.21
H 1.66383 0.72527 0.02666  0.24
H -0.66608 1.04009 1.36572  0.20
H 0.39306 1.22686 2.75289  0.21
H -0.48575 -1.11970 2.31062  0.20
H 1.24422 -0.95844 2.64988  0.16
H 1.66780 -1.45890 0.54828  0.50
C 5.15866 -1.04138 -2.00985  -0.63
C 4.40666 -1.90045 -1.00695  0.10
C 4.01497 -3.24997 -1.58574  -0.63
O 3.25740 -1.20292 -0.52219  -0.75
H 4.52895 -0.84262 -2.88140  0.21
H 5.43119 -0.08397 -1.56588  0.22
H 6.06641 -1.53997 -2.35141  0.21
H 5.02715 -2.05252 -0.12182  0.17
H 3.35757 -3.11189 -2.44844  0.20
H 3.48107 -3.84582 -0.84524  0.22
H 4.89328 -3.80690 -1.91396  0.21
H 2.67737 -1.00580 -1.27065  0.48
C -3.46221 -4.91919 2.79338  -0.63
C -2.26768 -4.02194 2.51305  0.09
C -0.96398 -4.62896 3.00529  -0.63
O -2.46443 -2.72328 3.07108  -0.72
H -3.57260 -5.07384 3.87067  0.20
H -4.37939 -4.46323 2.42076  0.22
H -3.34139 -5.89563 2.32256  0.21
H -2.19389 -3.84199 1.43868  0.18
H -1.00180 -4.77439 4.08905  0.19
H -0.12765 -3.96785 2.77706  0.22
H -0.77882 -5.59804 2.54016  0.21
H -2.53982 -2.81432 4.02806  0.46

Entry from the Open Molecules 2025 dataset: C19H37F6N6O5RuS5 as an isolated structure (wB97M-V/def2-TZVPD).

Results
* LUMO level (spin up / spin down): -13.15 / -13.11 eV
* strongest force on any atom: 2.48 eV/Å
* net charge: +3
* gap between HOMO and LUMO (spin up / spin down): 4.8 / 4.8 eV
* relative energy (zero: lowest compared OMol25 entry of this formula, charge and spin): 62.6 kcal per mole

Last column: Mulliken charge in e.
Element x y z (Å)
Ru -0.08097 -0.25309 0.79633  0.92
F 2.02522 -2.56312 3.86276  -0.15
C 1.72189 -1.66956 4.80411  0.60
F 0.95348 -2.23364 5.71066  -0.18
F 2.81563 -1.18409 5.33528  -0.18
S 0.75426 -0.30117 3.97270  1.17
O 0.03354 -1.01719 2.89935  -0.45
O -0.05371 0.32054 4.95334  -0.61
N 1.83416 0.66446 3.34401  -0.44
S 2.29616 0.43041 1.88462  1.12
O 1.50198 1.22527 0.90946  -0.58
O 2.35490 -0.93866 1.42207  -0.61
C 3.98519 1.20637 1.78535  0.52
F 3.85966 2.49470 2.02254  -0.16
F 4.38081 1.01707 0.53051  -0.19
F 4.80779 0.63738 2.62044  -0.14
C 0.27464 -5.53567 1.46416  -1.18
C -0.57462 -4.79640 2.49936  -0.35
C -1.18805 -3.55288 1.98659  0.10
N -0.70059 -2.75899 1.09297  0.34
N -1.45709 -1.67516 0.83172  -0.06
C -2.62192 -1.64721 1.53768  0.30
N -3.52448 -0.70100 1.39781  -0.21
S -2.76338 -3.01153 2.57446  -0.11
H 0.79340 -6.35915 1.94766  0.41
H 1.00970 -4.86760 1.01868  0.24
H -0.35421 -5.94799 0.67558  0.35
H 0.05906 -4.52320 3.35305  0.22
H -1.35638 -5.44611 2.89745  0.47
H -3.37785 0.03544 0.72371  0.09
H -4.41560 -0.76040 1.87141  0.29
C -1.07056 3.37555 -0.15138  -1.14
C -1.34013 3.82286 1.27431  -0.68
S -2.11843 2.47067 2.21888  -0.06
O -1.18358 1.26559 2.05531  0.01
C -1.97067 3.12776 3.92920  -0.15
C -3.33920 3.50784 4.45975  -1.21
H -0.58447 4.18161 -0.69863  0.44
H -1.99619 3.12761 -0.67361  0.43
H -0.40477 2.51143 -0.15633  0.26
H -2.04556 4.65403 1.30597  0.54
H -0.41824 4.10061 1.78676  0.44
H -1.29907 3.98472 3.87788  0.39
H -1.51712 2.33236 4.50337  0.21
H -3.81089 4.29798 3.87680  0.37
H -3.21501 3.88482 5.47543  0.40
H -4.00716 2.64946 4.51923  0.33
C 0.65454 2.27966 -4.79996  -0.83
C 1.49349 3.24354 -3.97452  -0.30
C 2.76968 2.65923 -3.37010  -1.12
C 2.53484 1.67396 -2.21954  0.16
N 2.21258 0.31668 -2.67315  -0.05
C 1.20786 -0.43794 -2.29517  0.73
S -0.15250 0.34757 -1.46445  -0.55
N 1.10188 -1.69668 -2.67099  -0.15
C 0.06407 -2.66958 -2.30598  0.49
C -0.78272 -3.15416 -3.49198  -0.91
C -1.94880 -2.24078 -3.87324  -0.38
C -1.57405 -0.96437 -4.61632  -0.88
H -0.16005 2.81648 -5.28399  0.43
H 0.18717 1.50731 -4.18016  0.03
H 1.25220 1.78816 -5.56860  0.33
H 0.88687 3.71055 -3.19225  0.14
H 1.80676 4.06139 -4.62803  0.36
H 3.36882 3.47482 -2.96461  0.39
H 3.37247 2.17135 -4.14223  0.42
H 1.73884 2.02983 -1.55747  -0.02
H 3.45559 1.60731 -1.63905  0.10
H 2.91621 -0.10301 -3.27177  0.33
H 1.84621 -2.08167 -3.24191  0.30
H -0.57535 -2.23102 -1.53753  -0.60
H 0.58152 -3.52745 -1.87383  0.39
H -1.18203 -4.12877 -3.20895  0.40
H -0.13680 -3.31476 -4.35930  0.37
H -2.54641 -2.00647 -2.98473  0.18
H -2.59816 -2.82594 -4.52792  0.37
H -1.09812 -0.23597 -3.95156  -0.02
H -2.46655 -0.48053 -5.01057  0.45
H -0.90159 -1.17148 -5.44893  0.32